# C27H65ClF3NO9Zn

A structure of composition C27H65ClF3NO9Zn in a non-equilibrium geometry (wB97M-V/def2-TZVPD, OMol25).

Computed properties:
* energy above the lowest of the compared OMol25 structures with the same formula, charge and spin: 15.7 kcal/mol
* electronic energy: -4338.73378 hartree
* strongest force on any atom: 0.10417 Eh/bohr
* HOMO: -8.4 eV
* HOMO-LUMO gap: 8.84 eV

Geometry (Å):
Zn1 0.4753 1.0674 -2.0417
C1 -0.2152 2.6598 -4.2805
O1 -1.3628 2.4499 -3.5005
O2 0.7893 1.9786 -3.7650
C2 -0.5697 2.3288 -5.7861
F1 0.5569 1.9896 -6.4477
F2 -1.4240 1.2275 -5.8478
F3 -1.1278 3.3523 -6.4196
C3 -2.4662 3.3817 -3.4797
C4 -3.5112 3.2221 -2.3805
H1 -3.1698 3.4203 -1.3826
H2 -4.2249 4.0628 -2.5311
H3 -4.1315 2.2603 -2.4320
H4 -2.9644 3.3049 -4.4929
H5 -2.1377 4.4707 -3.4865
H6 0.1018 3.7228 -4.3107
Cl1 -0.1722 0.9465 0.1723
C5 -3.0071 -4.5986 1.7528
C6 -1.7909 -3.9170 2.3169
C7 -1.0793 -4.9237 3.2236
C8 -0.2607 -5.9712 2.4992
C9 0.7430 -5.1738 1.5327
C10 0.1056 -4.2061 0.5461
N1 -0.7881 -3.3499 1.3724
O3 -1.3930 -2.2915 0.5675
C11 1.1834 -3.2192 -0.0356
C12 -0.5761 -4.9856 -0.6105
C13 -2.3194 -2.8126 3.2484
H7 -2.7726 -5.5804 1.4132
H8 -3.5979 -4.0255 1.0180
H9 -3.7265 -4.7762 2.6191
H10 -0.5202 -4.3171 3.9195
H11 -1.8518 -5.4814 3.7713
H12 -0.9233 -6.6360 1.9882
H13 0.3657 -6.6201 3.1488
H14 1.4432 -5.8034 0.9821
H15 1.3622 -4.5564 2.1448
H16 0.8167 -2.6197 -0.7355
H17 1.7612 -2.6764 0.7388
H18 1.8596 -3.9296 -0.4711
H19 -1.0328 -4.3017 -1.3651
H20 0.2127 -5.6188 -1.1293
H21 -1.3306 -5.7802 -0.4135
H22 -2.8357 -2.0021 2.6721
H23 -1.5291 -2.3017 3.7630
H24 -2.9537 -3.2709 3.9550
H25 -0.9642 -1.4376 0.7506
C14 3.7541 3.9166 3.3454
C15 2.2794 3.6461 3.5547
C16 1.5667 4.9943 3.4506
O4 1.7513 2.8969 2.5004
H26 4.3574 2.9894 3.4159
H27 4.1936 4.5433 4.1721
H28 3.9712 4.3760 2.4313
H29 2.1410 3.1218 4.4881
H30 1.8502 5.8443 4.0504
H31 0.4567 4.9132 3.6175
H32 1.6162 5.3092 2.3839
H33 1.5083 2.0250 2.8226
C17 2.7396 4.9069 -0.3953
C18 1.5430 3.9779 -0.5021
C19 0.3247 4.8113 -0.7068
O5 1.7880 2.9001 -1.4764
H34 2.6233 5.4124 0.5378
H35 2.5895 5.6705 -1.1945
H36 3.6225 4.3732 -0.4121
H37 1.3354 3.4616 0.3918
H38 -0.6047 4.3216 -0.9202
H39 0.3538 5.5448 -1.5184
H40 0.2239 5.5282 0.1003
H41 1.6095 3.1443 -2.3750
C20 -1.4322 -2.2874 -3.8928
C21 -1.1552 -0.7860 -3.5718
O6 -0.7131 -0.6372 -2.2201
H42 -0.5785 -2.9269 -3.8302
H43 -1.7797 -2.2738 -4.9172
H44 -2.2256 -2.6874 -3.3020
H45 -2.0459 -0.1980 -3.8346
H46 -0.3731 -0.2321 -4.1742
H47 -1.4428 -0.8394 -1.5814
C22 4.2772 -0.9203 -1.2407
C23 3.5001 0.3711 -1.2690
O7 2.4277 0.2731 -2.2215
H48 4.5879 -1.2177 -2.2370
H49 3.6401 -1.7160 -0.7359
H50 5.1959 -0.7954 -0.6304
H51 4.0932 1.2907 -1.4332
H52 3.0453 0.4952 -0.3260
H53 2.6572 0.5650 -3.1279
C24 2.5224 -0.3748 2.7785
C25 1.1261 -0.8591 3.1551
O8 0.2180 0.2088 3.4242
H54 2.9945 0.3007 3.5591
H55 2.5934 0.2480 1.8575
H56 3.1832 -1.2494 2.8014
H57 1.0340 -1.5844 3.9638
H58 0.8032 -1.4010 2.2404
H59 -0.1397 0.5249 2.5584
C26 -3.4316 0.2046 1.2541
C27 -3.8034 -0.6920 0.1151
O9 -3.1338 -0.2999 -1.0874
H60 -2.4344 0.0348 1.7288
H61 -4.1976 0.1146 2.0474
H62 -3.6000 1.2067 0.9801
H63 -4.9280 -0.5765 -0.0121
H64 -3.5699 -1.7321 0.4143
H65 -3.5552 -0.8415 -1.7662

# C11H36O11

A cluster of 7 separate species, C11H36O11 in total in a non-equilibrium geometry (wB97M-V/def2-TZVPD, OMol25).

Computed properties:
* energy above the lowest of the compared OMol25 structures with the same formula, charge and spin: 61.3 kcal/mol
* electronic energy: -1268.12103 hartree
* strongest force on any atom: 0.05496 Eh/bohr
* SMILES: OCCO.OCCO.OCCO.OCCO.CO.CO.CO
* HOMO: -10.1 eV
* HOMO-LUMO gap: 10.22 eV

Geometry (Å):
C1 23.2721 -4.1836 1.1604
O1 21.9710 -3.6649 1.0852
H1 23.9211 -3.7482 0.4006
H2 23.7660 -3.7311 2.0203
H3 23.4490 -5.2586 1.1967
H4 21.9963 -2.7738 1.4416
C2 19.1729 -1.8600 -4.0262
O2 19.8555 -3.0211 -3.5946
H5 19.1700 -1.7438 -5.1100
H6 18.1718 -1.7741 -3.6036
H7 19.7911 -1.0710 -3.5979
H8 19.9347 -2.9446 -2.6409
C3 23.6160 -8.7593 -3.3302
O3 22.3232 -8.3248 -3.3656
H9 23.7837 -9.1895 -2.3428
H10 23.7156 -9.5178 -4.1066
H11 24.1980 -7.8819 -3.6120
H12 22.3737 -7.3902 -3.1523
C4 19.8229 3.6901 -9.4798
C5 21.2824 3.4574 -9.3533
O4 21.5611 2.0487 -9.2268
O5 19.1835 3.2157 -8.3326
H13 19.4055 3.1273 -10.3148
H14 19.5087 4.7253 -9.6132
H15 21.6937 3.9860 -8.4934
H16 21.7547 3.7721 -10.2840
H17 21.0199 1.7668 -8.4857
H18 18.2545 3.3970 -8.4926
C6 25.2255 2.9809 -2.7652
C7 25.2278 1.4146 -2.8542
O6 26.4331 0.8414 -2.6101
O7 25.5928 3.4920 -1.5074
H19 24.2428 3.3078 -3.1053
H20 25.9344 3.3281 -3.5168
H21 24.8694 0.9905 -3.7921
H22 24.4491 1.0769 -2.1704
H23 26.4120 -0.1174 -2.6516
H24 25.9536 2.7431 -1.0272
C8 14.8045 -5.9254 -6.9099
C9 13.7626 -5.5191 -7.8978
O8 14.0698 -5.7774 -9.2054
O9 14.8958 -7.3502 -6.7445
H25 14.6137 -5.3759 -5.9881
H26 15.7569 -5.6858 -7.3828
H27 13.4796 -4.4689 -7.8256
H28 12.8501 -6.0812 -7.6996
H29 13.4894 -5.3245 -9.8216
H30 15.1860 -7.7239 -7.5798
C10 20.0029 2.1667 2.9670
C11 19.0240 2.4692 4.1874
O10 19.5382 3.3542 5.1889
O11 20.9471 1.2237 3.2735
H31 20.5747 3.0217 2.6063
H32 19.4824 1.7033 2.1289
H33 18.5970 1.5528 4.5946
H34 18.1580 2.9673 3.7516
H35 18.9191 3.5531 5.8951
H36 21.6186 1.6935 3.7736

# C57H46N15STl

A structure of composition C57H46N15STl (wB97M-V/def2-TZVPD, OMol25).

Computed properties:
* energy above the lowest of the compared OMol25 structures with the same formula, charge and spin: 63.4 kcal/mol
* electronic energy: -3591.65494 hartree
* strongest force on any atom: 0.01501 Eh/bohr
* HOMO (alpha / beta): -5.8 / -5.7 eV
* HOMO-LUMO gap (alpha / beta): 4.93 / 4.92 eV

Geometry (Å):
Tl1 -0.0903 -0.1966 0.0713
C1 2.1615 4.9854 -3.9325
C2 2.1761 5.7225 -2.7466
C3 1.7100 5.1783 -1.5580
C4 1.2278 3.8812 -1.5893
C5 0.6775 3.0069 -0.5448
N1 0.5332 3.4547 0.6925
C6 0.1046 2.6376 1.6590
C7 0.1016 2.9531 3.0976
C8 0.2345 4.1647 3.7510
C9 0.0499 4.1891 5.1265
C10 -0.2585 3.0217 5.8143
C11 -0.3850 1.8049 5.1520
C12 -0.1887 1.7674 3.7830
C13 -0.4159 0.6715 2.7408
N2 -1.9756 -1.3692 2.7809
C14 -1.8030 -2.2905 1.8399
N3 -1.4477 -1.9469 0.6081
C15 -1.5376 -3.0731 -0.2049
N4 -1.2953 -3.1658 -1.4805
C16 -0.8134 -2.2231 -2.2868
N5 -0.4491 -0.9242 -1.9939
C17 0.0958 -0.3592 -3.1131
N6 0.5847 0.8758 -3.3041
C18 0.7120 1.8164 -2.4198
N7 0.3943 1.7925 -1.0777
C19 1.2340 3.1373 -2.7694
C20 1.6933 3.6798 -3.9584
C21 0.0832 -1.3229 -4.1810
C22 0.5675 -1.2726 -5.4886
C23 0.4718 -2.4158 -6.2527
C24 -0.1040 -3.5900 -5.7364
C25 -0.5864 -3.6472 -4.4461
C26 -0.4884 -2.4977 -3.6605
C27 -1.9522 -4.1922 0.6177
C28 -2.1781 -5.5307 0.3256
C29 -2.5514 -6.3667 1.3621
C30 -2.6812 -5.8871 2.6710
C31 -2.4616 -4.5545 2.9694
C32 -2.1034 -3.7052 1.9294
N8 -0.3451 1.4254 1.5027
H1 2.5294 5.4427 -4.8423
H2 2.5546 6.7368 -2.7578
H3 1.7236 5.7372 -0.6314
H4 0.4437 5.0610 3.1820
H5 0.1213 5.1246 5.6658
H6 -0.4184 3.0578 6.8845
H7 -0.6312 0.9146 5.7165
H8 1.6923 3.0890 -4.8654
H9 1.0112 -0.3618 -5.8686
H10 0.8450 -2.4184 -7.2691
H11 -0.1558 -4.4685 -6.3673
H12 -1.0163 -4.5554 -4.0444
H13 -2.0522 -5.8911 -0.6867
H14 -2.7354 -7.4159 1.1691
H15 -2.9534 -6.5768 3.4593
H16 -2.5552 -4.1916 3.9857
C33 5.2974 -2.3379 4.7904
C34 3.9771 -1.8687 4.2376
C35 3.2504 -0.8415 4.8272
C36 2.0982 -0.3447 4.2506
C37 1.5742 -0.8479 3.0373
N9 0.4534 -0.4407 2.4140
C38 -1.8325 0.0367 2.9349
C39 -1.9909 -0.9109 4.1234
C40 -3.2500 -0.8571 4.8917
C41 -4.3019 -0.1536 4.4502
C42 -5.6190 -0.1402 5.1707
C43 -4.2138 0.5980 3.2078
C44 -3.0824 0.7380 2.5011
N10 -3.0985 1.4013 1.2541
C45 -3.7946 2.5202 0.9292
C46 -3.6707 2.6975 -0.4239
C47 -2.8756 1.6160 -0.8525
N11 -2.5351 0.8465 0.1611
C48 2.2993 -1.9313 2.4721
C49 3.4707 -2.3946 3.0581
N12 1.8993 -2.5884 1.2633
C50 2.1160 -3.9024 1.0338
C51 2.0022 -4.1209 -0.3187
C52 1.7009 -2.8658 -0.8531
N13 1.6036 -1.9536 0.1066
H17 5.3775 -2.1217 5.8556
H18 6.1223 -1.8280 4.2848
H19 5.4306 -3.4100 4.6418
H20 3.6037 -0.3991 5.7529
H21 1.5952 0.4793 4.7294
H22 -1.0912 -1.1525 4.6882
H23 -3.2784 -1.3813 5.8395
H24 -5.5058 -0.4585 6.2055
H25 -6.3158 -0.8228 4.6793
H26 -6.0598 0.8570 5.1586
H27 -5.1250 1.0615 2.8467
H28 -4.2976 3.1088 1.6772
H29 -4.0711 3.4951 -1.0240
H30 -2.5443 1.3700 -1.8488
H31 4.0210 -3.1796 2.5526
H32 2.3230 -4.5834 1.8402
H33 2.1020 -5.0485 -0.8532
H34 1.5832 -2.6001 -1.8882
C53 6.6150 1.2838 1.1176
N14 5.2414 1.7715 1.0529
C54 4.5235 1.5597 2.3018
C55 4.5564 1.4469 -0.1150
S1 3.2480 0.4126 -0.1026
N15 5.0696 1.9987 -1.2397
C56 4.6208 1.6116 -2.5608
C57 5.8958 3.1914 -1.2117
H35 6.6335 0.2246 1.4054
H36 7.1703 1.8586 1.8596
H37 7.1029 1.3843 0.1515
H38 5.0851 2.0420 3.1041
H39 4.3982 0.4985 2.5383
H40 3.5367 2.0125 2.2356
H41 4.1257 0.6473 -2.5103
H42 5.4862 1.5474 -3.2251
H43 3.9190 2.3411 -2.9655
H44 6.0154 3.5366 -0.1901
H45 5.4089 3.9769 -1.7971
H46 6.8794 2.9988 -1.6497

# C4H13NO

A cluster of 2 separate species, C4H13NO in total in a non-equilibrium geometry (wB97M-V/def2-TZVPD, OMol25).

Computed properties:
* energy above the lowest of the compared OMol25 structures with the same formula, charge and spin: 22.2 kcal/mol
* electronic energy: -290.16157 hartree
* strongest force on any atom: 0.03368 Eh/bohr
* SMILES: CCOCC.N
* HOMO: -9.7 eV
* HOMO-LUMO gap: 10.52 eV

Geometry (Å):
C1 0.1320 0.3137 -2.0336
C2 0.7786 -1.0217 -1.7132
N1 -1.6207 5.5965 2.3555
H1 -0.7998 0.1881 -2.5986
H2 -0.2918 0.7240 -1.1099
H3 0.7644 1.0429 -2.5174
H4 1.7878 -0.8399 -1.3078
H5 0.8508 -1.6181 -2.6165
H6 -1.3554 6.3227 1.7023
H7 -1.1866 4.7199 2.1046
H8 -2.6235 5.4989 2.2509
C3 -0.0062 -1.5653 0.5239
O1 0.0347 -1.8166 -0.8499
C4 0.8638 -2.6233 1.2277
H9 -1.0474 -1.5943 0.8194
H10 0.3711 -0.5824 0.8396
H11 1.0657 -2.3916 2.2691
H12 1.7622 -2.6850 0.6145
H13 0.3741 -3.5886 1.1210

# C41H35N9O6V

A structure of composition C41H35N9O6V (wB97M-V/def2-TZVPD, OMol25).

Computed properties:
* electronic energy: -3471.73112 hartree
* strongest force on any atom: 0.01584 Eh/bohr
* 2S+1: 2
* <S²>: 0.8461
* HOMO (alpha / beta): 0.9 / 0.2 eV
* HOMO-LUMO gap (alpha / beta): 3.29 / 3.96 eV
* net charge: -2

Geometry (Å):
V1 -0.1850 -0.7852 0.1091
C1 1.3009 -5.9411 -2.2610
O1 1.0627 -4.7117 -1.6436
C2 1.8193 -4.4042 -0.5464
C3 2.9130 -5.1440 -0.1485
C4 3.6352 -4.7451 0.9873
C5 3.2502 -3.6300 1.6872
C6 2.1485 -2.8435 1.2988
C7 1.8183 -1.7040 2.1250
N1 0.8519 -0.8981 1.8680
N2 0.5546 0.0566 2.8218
C8 -0.3764 0.8430 2.3446
O2 -0.8811 0.7580 1.1895
C9 -0.9925 1.8396 3.2793
C10 -2.1591 2.4867 2.8968
C11 -2.7671 3.4070 3.7396
C12 -2.2092 3.6962 4.9761
C13 -1.0398 3.0543 5.3594
C14 -0.4362 2.1331 4.5181
C15 1.4163 -3.2271 0.1483
O3 0.3741 -2.5884 -0.2775
H1 0.5295 -6.0546 -3.0214
H2 1.2359 -6.7731 -1.5489
H3 2.2836 -5.9771 -2.7494
H4 3.2215 -6.0206 -0.7009
H5 4.4940 -5.3213 1.3116
H6 3.8014 -3.3274 2.5721
H7 2.3932 -1.5320 3.0349
H8 -2.5766 2.2402 1.9296
H9 -3.6830 3.8933 3.4248
H10 -2.6820 4.4116 5.6387
H11 -0.5904 3.2726 6.3217
H12 0.4719 1.6200 4.8047
C16 4.2236 -0.8944 -1.1436
O4 3.9855 0.4159 -1.6505
C17 2.9136 0.4764 -2.5269
C18 3.1655 0.8234 -3.8322
C19 2.1073 0.9702 -4.7438
C20 0.8226 0.7446 -4.3087
C21 0.5234 0.3632 -2.9792
C22 -0.8522 0.0896 -2.6869
N3 -1.2891 -0.3904 -1.5428
N4 -2.6569 -0.6457 -1.4561
C23 -2.9105 -1.2768 -0.3325
O5 -2.0840 -1.6045 0.5736
C24 -4.3500 -1.6645 -0.1262
C25 -5.3675 -1.2242 -0.9734
C26 -6.6832 -1.6000 -0.7481
C27 -7.0027 -2.4238 0.3262
C28 -5.9953 -2.8641 1.1728
C29 -4.6778 -2.4849 0.9506
C30 1.5951 0.2306 -2.0312
O6 1.4465 -0.0774 -0.7851
H13 5.0885 -0.8197 -0.4834
H14 4.4473 -1.5810 -1.9681
H15 3.3642 -1.2513 -0.5788
H16 4.1972 0.9896 -4.1241
H17 2.3051 1.2303 -5.7778
H18 -0.0086 0.8341 -5.0025
H19 -1.5841 0.2442 -3.4802
H20 -5.0951 -0.5889 -1.8051
H21 -7.4631 -1.2477 -1.4141
H22 -8.0322 -2.7168 0.5020
H23 -6.2338 -3.5051 2.0145
H24 -3.8739 -2.8047 1.6002
C31 -1.7716 3.3009 -1.3965
C32 -0.3726 3.5803 -0.9648
N5 0.4726 2.6543 -0.6355
C33 1.6430 3.2899 -0.3031
C34 1.4991 4.6372 -0.4252
N6 0.1925 4.8360 -0.8544
C35 -0.4070 6.0463 -1.3066
N7 0.3816 6.7048 -2.3368
N8 0.6178 8.0250 -2.2516
N9 1.3369 8.4045 -3.2469
C36 1.6216 7.2870 -4.0102
C37 2.3950 7.1615 -5.1746
C38 2.5431 5.8998 -5.6864
C39 1.9512 4.7710 -5.0584
C40 1.1816 4.8758 -3.9282
C41 1.0190 6.1801 -3.4226
H25 -2.0088 2.2904 -1.0633
H26 -1.8795 3.3232 -2.4846
H27 -2.4963 3.9936 -0.9616
H28 2.5078 2.7191 -0.0054
H29 2.1747 5.4617 -0.2745
H30 -0.5359 6.8042 -0.5317
H31 -1.3804 5.7828 -1.7197
H32 2.8646 8.0248 -5.6266
H33 3.1433 5.7418 -6.5739
H34 2.1322 3.7860 -5.4634
H35 0.7832 3.9948 -3.4375

# C8H17AlF5O

A structure of composition C8H17AlF5O (wB97M-V/def2-TZVPD, OMol25).

Computed properties:
* electronic energy: -1132.05717 hartree
* strongest force on any atom: 0.01796 Eh/bohr
* HOMO: -4.6 eV
* HOMO-LUMO gap: 7.74 eV
* net charge: -1

Geometry (Å):
F1 5.2441 -1.1330 -2.4581
C1 4.6689 -1.3318 -1.2498
F2 4.1729 -2.5925 -1.2131
F3 5.6426 -1.2414 -0.3146
C2 3.5604 -0.2907 -1.0013
F4 4.1754 0.9223 -1.0074
F5 3.1345 -0.4913 0.2604
C3 2.4832 -0.3400 -2.0520
C4 1.2301 0.4580 -1.7309
C5 0.2439 -0.2646 -0.8008
Al1 -1.0253 -1.5603 -1.7298
H1 2.2236 -1.3601 -2.3091
H2 2.9478 0.0852 -2.9382
H3 0.7181 0.6627 -2.6653
H4 1.5259 1.4275 -1.3238
H5 -0.3749 0.4793 -0.2991
H6 0.7495 -0.8071 -0.0080
H7 -1.6952 -2.4862 -0.5570
H8 -2.2449 -0.7536 -2.4490
H9 -0.2316 -2.5210 -2.7769
C6 -3.5675 0.4572 3.4357
C7 -2.9618 0.6721 2.0553
C8 -2.2771 2.0256 1.9427
O1 -3.9689 0.5415 1.0571
H10 -4.3349 1.2116 3.6372
H11 -4.0436 -0.5219 3.4924
H12 -2.8085 0.5223 4.2178
H13 -2.2366 -0.1150 1.8483
H14 -3.0004 2.8330 2.0997
H15 -1.8507 2.1498 0.9478
H16 -1.4786 2.1303 2.6796
H17 -4.6204 1.2321 1.2101